Entry 1:
The following is a DFT calculation (ωB97M-V with the def2-TZVPD basis set) of one molecule with the formula C14H17N3O3.

Positions of all 37 atoms, in Å:
O1 3.65 0.19 2.40
O2 1.95 -1.59 -0.19
O3 1.67 0.52 -0.92
N1 1.54 -0.63 2.25
N2 -1.60 -2.43 -1.86
N3 -0.46 -2.31 -1.18
C1 0.97 0.11 3.34
C2 -0.02 1.19 2.87
C3 -1.88 -1.31 -2.58
C4 -2.91 0.27 -3.99
C5 0.04 -1.12 -1.43
C6 3.12 -1.19 0.51
C7 -1.19 0.57 2.10
C8 0.69 2.23 2.01
C9 -0.82 -0.40 -2.32
C10 -1.87 1.18 -3.74
C11 -2.94 -0.98 -3.42
C12 -0.82 0.86 -2.91
C13 1.29 -0.63 -0.85
C14 2.80 -0.45 1.82
H1 -2.13 -3.28 -1.79
H2 0.92 -1.20 1.70
H3 0.00 3.03 1.75
H4 3.72 -0.51 -0.11
H5 -0.41 1.67 3.77
H6 -0.01 1.55 -2.71
H7 -1.65 -0.23 2.68
H8 0.46 -0.59 4.02
H9 -3.74 -1.67 -3.61
H10 -1.95 1.32 1.90
H11 -3.71 0.57 -4.65
H12 1.80 0.58 3.88
H13 -0.86 0.17 1.14
H14 3.68 -2.10 0.72
H15 1.06 1.79 1.09
H16 1.53 2.66 2.55
H17 -1.90 2.15 -4.22

Calculated values
HOMO-LUMO gap, eV: 9.22
Calculated total energy, eV: -25407.5993
HOMO level, Ha: -0.331
ΔE to the lowest compared entry with this formula, charge and spin, kcal per mole: 27.8
SMILES: CC(C)CNC(=O)COC(=O)c1n[nH]c2ccccc12
Max |F|, hartree/bohr: 0.016

Entry 2:
The following is a DFT calculation (ωB97M-V with the def2-TZVPD basis set) of one molecule with the formula C18H28N2O5S in a non-equilibrium geometry.

Positions of all 54 atoms, in Å:
S1 -3.62 0.30 -0.96
O1 4.37 -2.53 -0.30
O2 -3.64 1.74 -0.90
O3 1.76 -1.74 0.31
O4 -6.66 1.00 1.43
O5 -4.08 -0.33 -2.16
N1 5.41 0.27 0.54
N2 -4.46 -0.39 0.33
C1 -1.97 -0.26 -0.58
C2 5.85 1.33 -1.61
C3 -6.78 0.39 0.16
C4 6.16 1.29 1.25
C5 -1.72 -1.63 -0.60
C6 0.30 0.18 0.05
C7 -0.46 -2.09 -0.30
C8 4.07 -1.80 0.87
C9 5.29 -0.97 1.29
C10 -5.35 1.48 1.65
C11 2.86 -0.89 0.64
C12 5.97 0.05 -0.78
C13 6.04 2.62 0.50
C14 -5.82 -0.80 0.05
C15 0.56 -1.19 0.03
C16 6.58 2.47 -0.92
C17 -4.33 0.34 1.57
C18 -0.98 0.63 -0.26
H1 4.79 1.59 -1.71
H2 6.18 -1.61 1.19
H3 -2.52 -2.30 -0.87
H4 -5.83 -1.21 -0.96
H5 7.03 -0.24 -0.71
H6 3.83 -2.50 1.68
H7 5.74 1.40 2.25
H8 7.65 2.25 -0.88
H9 3.55 -2.93 -0.61
H10 1.07 0.89 0.30
H11 -5.36 1.93 2.64
H12 -3.32 0.73 1.63
H13 7.22 1.02 1.35
H14 6.45 3.40 -1.47
H15 5.43 -0.76 -1.26
H16 5.16 -0.72 2.35
H17 -6.09 -1.58 0.77
H18 -0.23 -3.14 -0.31
H19 6.59 3.39 1.04
H20 -5.10 2.23 0.89
H21 3.07 -0.20 -0.18
H22 -7.81 0.07 0.07
H23 4.99 2.91 0.46
H24 6.26 1.16 -2.61
H25 -6.54 1.11 -0.63
H26 -4.50 -0.37 2.39
H27 -1.21 1.69 -0.26
H28 2.65 -0.32 1.55

Calculated values
HOMO-LUMO gap, eV: 9.37
Calculated total energy, eV: -43172.3147
HOMO level, Ha: -0.323
ΔE to the lowest compared entry with this formula, charge and spin, kcal per mole: 29.6
SMILES: O=S(=O)(c1ccc(OC[C@@H](O)CN2CCCCC2)cc1)N1CCOCC1
Max |F|, hartree/bohr: 0.021

Entry 3:
The following is a DFT calculation (ωB97M-V with the def2-TZVPD basis set) of an isolated ion of composition C2H8N3 and charge +1 in a non-equilibrium geometry.

Positions of all 13 atoms, in Å:
N1 1.43 -0.22 -0.12
N2 -0.83 0.08 0.21
N3 -0.10 -0.60 -1.85
C1 0.18 -0.23 -0.57
C2 -0.68 0.74 1.52
H1 -1.76 -0.24 -0.03
H2 0.12 1.47 1.40
H3 -1.61 1.26 1.72
H4 -0.42 0.09 2.34
H5 -0.25 0.03 -2.60
H6 2.19 -0.56 -0.68
H7 0.17 -1.49 -2.22
H8 1.55 -0.33 0.88

Calculated values
HOMO-LUMO gap, eV: 11.87
Total charge: +1
Calculated total energy, eV: -6668.0788
HOMO level, Ha: -0.564
ΔE to the lowest compared entry with this formula, charge and spin, kcal per mole: 12.7
SMILES: CNC(N)=[NH2+]
Max |F|, hartree/bohr: 0.029

Entry 4:
The following is a DFT calculation (ωB97M-V with the def2-TZVPD basis set) of one molecule with the formula C14H9Cl2FN2O in a non-equilibrium geometry.

Positions of all 29 atoms, in Å:
Cl1 1.64 5.29 -1.03
Cl2 1.94 -4.55 0.75
F1 -0.70 -5.58 0.02
O1 0.32 0.39 2.00
N1 -0.05 -0.23 -1.17
N2 -2.69 1.73 -1.90
C1 -0.98 0.56 -0.39
C2 -0.12 1.76 0.14
C3 1.16 2.68 1.96
C4 -2.14 1.15 -1.14
C5 -1.56 -2.27 -1.11
C6 -1.69 -3.64 -0.80
C7 0.48 1.56 1.37
C8 1.00 3.93 -0.04
C9 1.47 3.80 1.24
C10 0.65 -3.67 0.05
C11 0.78 -2.31 -0.28
C12 -0.61 -4.26 -0.14
C13 0.22 2.92 -0.61
C14 -0.26 -1.64 -0.94
H1 1.50 2.47 2.96
H2 -2.33 -1.83 -1.72
H3 0.88 0.13 -1.02
H4 1.70 -1.70 -0.02
H5 -0.19 2.92 -1.59
H6 1.20 0.15 2.30
H7 -2.51 -4.27 -1.05
H8 2.10 4.49 1.65
H9 -1.21 0.02 0.50

Calculated values
HOMO-LUMO gap, eV: 8.95
Calculated total energy, eV: -47452.2642
HOMO level, Ha: -0.324
SMILES: N#C[C@@H](Nc1ccc(F)c(Cl)c1)c1cc(Cl)ccc1O
Max |F|, hartree/bohr: 0.123

Entry 5:
The following is a DFT calculation (ωB97M-V with the def2-TZVPD basis set) of a 2-piece molecular cluster, C6H12N2 overall in a non-equilibrium geometry.

Positions of all 20 atoms, in Å:
N1 1.51 0.81 1.08
N2 1.76 1.71 -0.91
C1 -0.96 0.94 1.34
C2 0.27 0.95 0.48
C3 0.43 1.37 -0.81
C4 -1.51 -3.17 -0.19
C5 2.37 1.26 0.22
C6 -2.70 -2.68 -1.00
H1 -1.00 0.07 2.00
H2 2.28 2.04 -1.71
H3 -1.87 1.04 0.77
H4 -2.41 -1.88 -1.70
H5 -0.21 1.53 -1.66
H6 -0.80 -2.37 0.03
H7 3.45 1.17 0.23
H8 -3.26 -3.41 -1.57
H9 -0.93 -3.96 -0.66
H10 -3.35 -2.07 -0.37
H11 -1.86 -3.54 0.77
H12 -0.73 1.79 1.99

Calculated values
HOMO-LUMO gap, eV: 9.44
Calculated total energy, eV: -9396.3481
HOMO level, Ha: -0.314
ΔE to the lowest compared entry with this formula, charge and spin, kcal per mole: 11.6
SMILES: Cc1c[nH]cn1.CC
Max |F|, hartree/bohr: 0.032

Entry 6:
The following is a DFT calculation (ωB97M-V with the def2-TZVPD basis set) of C43H47N6O3SiW as an isolated structure in a non-equilibrium geometry.

Positions of all 101 atoms, in Å:
W1 0.48 -1.25 1.26
Si1 -1.40 1.90 -1.63
O1 1.22 -2.89 0.97
O2 1.06 -0.51 -0.38
O3 0.93 1.92 0.58
N1 -0.99 0.35 4.49
N2 2.64 -0.79 1.71
N3 -0.75 -2.32 -0.76
N4 -0.15 2.39 3.83
N5 -1.35 -1.55 1.78
N6 -0.01 0.70 2.33
C1 0.43 3.02 2.66
C2 -1.22 4.44 -0.56
C3 -0.14 2.33 -2.87
C4 -0.20 -2.49 -1.90
C5 -2.56 5.35 1.22
C6 1.13 2.82 -2.54
C7 -3.12 4.09 1.44
C8 2.60 -1.36 -4.11
C9 2.08 -0.73 4.00
C10 1.60 -0.78 -1.59
C11 -0.54 2.32 -4.22
C12 1.97 3.29 -3.54
C13 0.50 1.86 1.71
C14 -1.94 -3.10 -0.45
C15 3.50 -2.61 0.34
C16 4.51 -4.23 -1.14
C17 4.61 -3.10 -0.35
C18 1.02 -1.66 3.37
C19 -0.47 3.08 5.07
C20 -3.92 0.60 -1.52
C21 -1.79 3.17 -0.37
C22 2.31 -3.34 0.25
C23 -2.62 0.60 -2.04
C24 -4.52 -1.19 -3.01
C25 2.90 -0.01 2.91
C26 -2.29 -0.30 -3.06
C27 3.62 -1.48 1.23
C28 1.56 3.28 -4.87
C29 3.31 -4.92 -1.21
C30 -2.74 3.02 0.66
C31 -3.23 -1.20 -3.54
C32 2.72 -0.11 -2.04
C33 -1.66 -3.00 2.06
C34 0.30 2.80 -5.21
C35 2.19 -4.49 -0.50
C36 -4.87 -0.29 -2.01
C37 -1.67 -3.90 0.82
C38 -0.39 1.11 3.59
C39 0.97 -1.76 -2.37
C40 -1.61 5.52 0.22
C41 1.49 -2.03 -3.64
C42 3.22 -0.40 -3.30
C43 -2.53 -0.72 2.04
H1 2.74 -1.31 4.64
H2 -0.12 4.10 5.00
H3 -0.49 4.60 -1.34
H4 1.42 3.43 2.87
H5 -2.21 -3.75 -1.28
H6 1.01 -2.78 -4.26
H7 -1.17 -0.61 4.29
H8 -2.77 -2.40 -0.30
H9 -2.92 -0.86 3.05
H10 1.27 -5.05 -0.52
H11 0.15 -1.71 4.01
H12 1.62 0.01 4.66
H13 -2.30 0.33 1.89
H14 -1.18 6.50 0.05
H15 2.59 1.02 2.75
H16 3.19 0.64 -1.41
H17 -1.27 0.72 5.38
H18 0.04 2.60 5.92
H19 -3.19 2.05 0.85
H20 -0.02 2.81 -6.24
H21 -2.98 -1.88 -4.33
H22 2.21 3.66 -5.64
H23 -3.33 -1.00 1.34
H24 -0.72 -4.42 0.71
H25 -1.53 1.96 -4.50
H26 -0.63 -3.19 -2.61
H27 3.24 -5.82 -1.80
H28 -5.26 -1.87 -3.40
H29 -5.88 -0.27 -1.63
H30 -2.44 -4.67 0.95
H31 2.96 3.66 -3.28
H32 -1.55 3.10 5.25
H33 1.45 2.85 -1.51
H34 -2.66 -3.00 2.51
H35 3.97 0.00 3.14
H36 -2.89 6.19 1.80
H37 5.38 -4.59 -1.68
H38 -0.97 -3.39 2.81
H39 5.56 -2.57 -0.27
H40 -0.20 3.81 2.25
H41 -4.22 1.31 -0.76
H42 1.43 -2.67 3.32
H43 4.62 -1.25 1.58
H44 -1.30 -0.29 -3.49
H45 3.00 -1.57 -5.09
H46 -3.87 3.96 2.21
H47 4.09 0.12 -3.67

Calculated values
HOMO-LUMO gap, eV: 6.54
Total charge: +3
Calculated total energy, eV: -70117.6268
HOMO level, Ha: -0.583
ΔE to the lowest compared entry with this formula, charge and spin, kcal per mole: 18.5
Max |F|, hartree/bohr: 0.028

Entry 7:
The following is a DFT calculation (ωB97M-V with the def2-TZVPD basis set) of a 13-piece molecular cluster, C54H111NO12 overall in a non-equilibrium geometry.

Positions of all 178 atoms, in Å:
O1 -1.63 4.52 2.87
O2 2.55 7.24 2.28
O3 -2.87 -3.58 -2.82
O4 5.00 -0.28 2.64
O5 -5.88 3.73 -1.06
O6 2.24 -2.46 5.57
O7 1.94 0.58 -6.38
O8 -4.54 2.30 -6.53
O9 -4.58 -2.23 1.49
O10 3.60 -7.06 1.28
O11 -1.18 -5.07 2.15
O12 5.54 2.74 -4.69
N1 -0.29 -0.37 -0.65
C1 -5.33 -0.77 3.18
C2 2.79 -7.05 0.08
C3 0.40 -2.42 0.62
C4 2.51 -2.97 4.29
C5 -1.83 -3.57 -4.80
C6 -1.73 -0.34 -0.50
C7 0.42 -0.94 0.51
C8 4.21 0.50 3.51
C9 4.53 -2.83 5.48
C10 -4.86 3.06 -0.38
C11 4.44 1.54 1.37
C12 -0.71 3.70 3.57
C13 5.60 0.65 1.70
C14 -0.73 -3.83 -3.79
C15 1.93 -0.83 -6.78
C16 1.77 6.17 2.51
C17 0.73 1.10 -5.79
C18 -1.65 -4.23 -2.65
C19 0.50 0.79 -1.22
C20 4.25 0.89 -3.88
C21 -0.07 -5.87 2.59
C22 -2.15 5.46 3.87
C23 -5.44 5.00 -1.48
C24 -4.49 2.12 -4.18
C25 -2.12 -4.82 3.21
C26 0.41 1.90 -0.12
C27 -4.61 5.38 -0.27
C28 2.83 -5.50 -0.19
C29 3.81 1.74 2.73
C30 5.37 1.35 -4.88
C31 4.58 1.86 -2.73
C32 -2.05 4.78 5.19
C33 -0.21 -0.12 -5.95
C34 -6.00 -2.07 1.33
C35 3.20 7.00 1.01
C36 -5.91 2.45 -4.65
C37 -3.61 2.08 -5.51
C38 5.31 3.13 -3.28
C39 4.70 -6.20 1.11
C40 -4.48 4.11 0.63
C41 -1.19 -4.77 4.38
C42 -1.06 3.62 5.05
C43 -6.46 -1.65 2.76
C44 -0.27 -5.96 4.09
C45 -2.91 -2.89 -4.01
C46 -4.13 -1.59 2.67
C47 3.33 -2.81 6.43
C48 3.92 -3.52 4.25
C49 2.48 4.95 1.97
C50 -5.72 2.96 -6.04
C51 -2.47 0.11 -1.77
C52 3.58 5.52 1.14
C53 0.74 -1.34 -5.96
C54 4.06 -5.05 0.40
H1 1.65 6.11 3.59
H2 -3.96 -2.31 3.47
H3 3.90 -4.61 4.25
H4 6.50 1.25 1.89
H5 -0.67 -3.82 4.48
H6 3.71 2.04 -2.09
H7 1.55 0.57 -1.42
H8 -0.68 -6.87 4.52
H9 -3.14 5.78 3.54
H10 -6.53 -2.97 1.04
H11 0.59 2.90 -0.53
H12 -3.30 -0.92 2.45
H13 -6.59 2.84 -6.69
H14 1.44 -0.56 0.54
H15 -1.54 2.64 5.14
H16 1.77 -7.41 0.24
H17 -1.73 -5.32 -2.62
H18 -3.66 5.75 -0.65
H19 -0.16 3.69 5.65
H20 -2.14 -1.32 -0.25
H21 -2.83 -1.80 -4.00
H22 0.01 -0.44 1.39
H23 1.86 -3.83 4.16
H24 -5.28 4.18 1.37
H25 -1.20 -3.92 -1.71
H26 4.85 -4.65 -0.23
H27 0.76 6.41 2.17
H28 5.33 1.54 -2.00
H29 -4.13 2.87 -3.48
H30 5.79 0.09 0.79
H31 -6.53 -2.54 3.39
H32 -3.81 -3.20 -4.56
H33 -3.59 4.01 1.24
H34 4.94 -1.89 5.11
H35 4.46 -3.17 3.37
H36 6.29 3.24 -2.82
H37 -7.43 -1.15 2.76
H38 1.69 4.49 1.37
H39 -0.66 -0.03 -6.94
H40 0.26 1.18 -2.21
H41 3.24 1.05 -4.26
H42 -5.34 -0.68 4.26
H43 2.41 -2.15 3.58
H44 -0.43 1.86 0.56
H45 0.82 1.32 -4.72
H46 6.30 0.78 -4.80
H47 -2.94 -5.53 3.29
H48 2.03 -4.93 0.29
H49 0.67 -5.85 4.63
H50 -4.39 1.17 -3.65
H51 2.76 4.28 2.79
H52 -0.19 -2.93 -3.52
H53 -1.61 5.50 5.88
H54 3.29 -0.02 3.78
H55 2.53 7.30 0.20
H56 2.75 -1.49 -6.53
H57 -5.47 4.01 -5.98
H58 -3.01 2.98 -5.64
H59 3.27 -3.71 7.04
H60 3.24 -7.63 -0.73
H61 -1.49 -3.14 -5.75
H62 0.02 -4.59 -4.02
H63 -6.49 3.13 -4.02
H64 5.21 -5.87 2.01
H65 -3.47 -0.32 -1.66
H66 2.73 1.82 2.87
H67 -5.15 2.21 0.23
H68 -2.03 -0.37 -2.65
H69 3.72 1.01 0.75
H70 -0.08 -6.87 2.15
H71 4.50 5.43 1.73
H72 -5.12 6.23 0.19
H73 0.29 -2.20 -6.46
H74 0.58 -2.89 1.59
H75 -2.69 -3.90 3.07
H76 -3.20 1.11 -5.80
H77 4.66 2.46 0.83
H78 5.02 1.15 -5.89
H79 4.24 2.63 3.19
H80 1.53 -0.98 -7.79
H81 3.91 -4.26 1.13
H82 -0.56 -2.82 0.30
H83 4.13 7.55 0.87
H84 -6.07 -1.21 0.66
H85 -6.20 5.76 -1.71
H86 3.44 -2.01 7.17
H87 -1.67 -4.83 5.36
H88 4.80 4.09 -3.42
H89 2.75 -5.30 -1.26
H90 5.50 -6.76 0.62
H91 5.32 -3.42 5.94
H92 -4.09 2.73 -1.08
H93 1.33 1.63 0.39
H94 -0.70 2.67 3.20
H95 -5.49 0.24 2.80
H96 3.81 5.05 0.19
H97 -1.51 6.34 3.86
H98 4.38 -0.18 -3.73
H99 -2.29 -4.48 -5.17
H100 -2.49 1.20 -1.81
H101 0.79 -5.27 2.29
H102 -3.01 4.33 5.46
H103 0.98 -1.47 -4.90
H104 0.31 1.91 -6.38
H105 -4.93 4.81 -2.42
H106 -6.50 1.55 -4.83
H107 0.29 3.97 3.24
H108 -1.96 0.21 0.41
H109 4.88 0.74 4.33
H110 -1.00 -0.26 -5.22
H111 1.21 -2.73 -0.04

Calculated values
HOMO-LUMO gap (spin up / spin down), eV: 9.02 / 4.79
Total charge: +1
Calculated total energy, eV: -83839.0899
Multiplicity: 2
HOMO level (spin up / spin down), Ha: -0.410 / -0.410
Expectation value of S²: 0.755
Max |F|, hartree/bohr: 0.085

Entry 8:
The following is a DFT calculation (ωB97M-V with the def2-TZVPD basis set) of C24H34MgN3O5Sb as an isolated structure.

Positions of all 68 atoms, in Å:
Sb1 -2.55 -1.10 -1.43
Mg1 -0.44 -0.15 0.55
O1 3.39 0.11 1.97
O2 -0.17 1.27 -0.74
O3 0.55 3.39 -0.77
O4 -3.53 0.64 4.05
O5 -2.08 0.41 1.52
N1 1.19 0.64 1.44
N2 0.69 -1.98 0.94
N3 -0.85 -0.02 4.23
C1 -2.37 -3.27 3.35
C2 -4.37 -2.90 -3.26
C3 -1.61 4.42 2.35
C4 -2.03 1.66 1.85
C5 -1.05 3.50 3.17
C6 -1.28 2.10 2.98
C7 -3.20 -0.63 3.76
C8 1.47 1.96 0.90
C9 -4.46 -1.08 -0.42
C10 -4.12 -1.61 3.39
C11 -2.71 0.65 -2.67
C12 -3.52 0.53 -3.95
C13 -2.91 -2.66 -2.88
C14 -4.80 1.12 3.62
C15 -2.63 2.65 1.04
C16 -2.42 3.98 1.27
C17 -1.45 -2.29 3.70
C18 1.76 -1.63 1.92
C19 0.55 2.26 -0.31
C20 2.20 -0.15 1.78
C21 -1.85 -0.97 3.87
C22 -5.58 -0.27 -1.05
C23 -0.66 1.25 3.90
C24 -3.70 -2.91 3.18
H1 1.13 -2.20 0.05
H2 2.51 2.04 0.57
H3 -4.58 0.34 -3.75
H4 1.37 -1.79 2.92
H5 -5.60 0.66 4.20
H6 -2.47 -3.57 -2.46
H7 -4.81 -2.03 -3.73
H8 -2.31 -2.40 -3.75
H9 0.13 1.70 4.50
H10 -3.46 1.46 -4.53
H11 -0.16 -0.39 4.87
H12 -4.97 -3.16 -2.39
H13 -0.42 3.81 4.00
H14 -4.78 2.19 3.79
H15 0.20 -2.83 1.22
H16 -6.45 -0.21 -0.39
H17 1.31 2.76 1.63
H18 -5.26 0.76 -1.26
H19 -1.43 5.48 2.49
H20 2.65 -2.25 1.80
H21 -2.84 4.71 0.60
H22 -4.75 -2.12 -0.28
H23 -1.67 0.92 -2.87
H24 -4.94 0.92 2.56
H25 -3.19 2.32 0.17
H26 -4.21 -0.69 0.57
H27 -4.45 -3.73 -3.97
H28 -3.15 -0.27 -4.59
H29 -2.05 -4.29 3.20
H30 -5.91 -0.71 -2.00
H31 -4.43 -3.66 2.89
H32 -5.16 -1.35 3.27
H33 -0.41 -2.54 3.83
H34 -3.08 1.44 -2.02

Calculated values
HOMO-LUMO gap, eV: 6.87
Calculated total energy, eV: -52132.2749
HOMO level, Ha: -0.283
ΔE to the lowest compared entry with this formula, charge and spin, kcal per mole: 0.6
Max |F|, hartree/bohr: 0.004

- The highest max |F| belongs to which entry?
  C14H9Cl2FN2O

- Which formula does entry 1 have?
  C14H17N3O3

- Which value of max |F| does entry 4 give?
  0.123 hartree/bohr

- Among the records above, which one has the highest calculated total energy?
  C2H8N3